Arrangement i

Entry from the Open Molecules 2025 dataset: a single C6H13N molecule (ωB97M-V/def2-TZVPD).

Each line ends with the natural charge from an NBO analysis.
CARTESIAN COORDINATES (ANGSTROEM)
C (1.19, 2.53, 0.77)  -0.6511
C (0.26, 1.41, 1.13)  -0.1830
C (0.63, 0.14, 1.12)  -0.1872
C (-0.39, -0.96, 1.09)  -0.4485
C (-1.32, -0.87, -0.14)  -0.4010
C (-0.60, -0.72, -1.45)  -0.2280
N (0.46, -1.79, -1.54)  -0.8346
H (0.74, 3.22, 0.03)  0.2121
H (1.35, 3.27, 1.56)  0.2151
H (2.11, 2.19, 0.30)  0.2123
H (-0.79, 1.67, 1.10)  0.1830
H (1.71, 0.04, 1.07)  0.2041
H (-1.01, -1.22, 1.96)  0.2190
H (0.21, -1.84, 0.89)  0.2207
H (-2.12, -0.15, 0.06)  0.2078
H (-1.89, -1.80, -0.15)  0.1944
H (-1.23, -0.91, -2.31)  0.1762
H (-0.07, 0.23, -1.53)  0.1963
H (0.79, -1.76, -2.51)  0.3515
H (-0.02, -2.68, -1.45)  0.3409

Kohn-Sham gap (eV): 10.059
SMILES: C/C=C/CCCN

---

Arrangement ii

Entry from the Open Molecules 2025 dataset: a single C6H13N molecule (ωB97M-V/def2-TZVPD).

Each line ends with the natural charge from an NBO analysis.
CARTESIAN COORDINATES (ANGSTROEM)
C (0.59, 2.52, 1.92)  -0.6028
C (-0.18, 1.52, 1.07)  -0.3963
C (0.68, 0.34, 0.64)  -0.4134
C (0.03, -0.68, -0.24)  -0.0615
C (-1.27, -1.28, 0.25)  -0.6524
C (0.50, -0.94, -1.47)  -0.0126
N (-0.15, -1.76, -2.40)  -0.8436
H (1.16, 1.95, 2.65)  0.2041
H (1.31, 3.07, 1.30)  0.2001
H (-0.07, 3.23, 2.42)  0.2116
H (-0.83, 1.86, 0.26)  0.2033
H (-0.98, 1.11, 1.72)  0.1873
H (1.63, 0.76, 0.28)  0.2029
H (1.03, -0.16, 1.55)  0.1921
H (-1.33, -2.31, -0.09)  0.2250
H (-2.11, -0.74, -0.16)  0.2086
H (-1.27, -1.22, 1.33)  0.2133
H (1.40, -0.47, -1.83)  0.1825
H (-1.14, -1.64, -2.55)  0.3775
H (0.36, -1.91, -3.25)  0.3746

Kohn-Sham gap (eV): 8.836
SMILES: CCC/C(C)=C/N

---

Arrangement iii

Entry from the Open Molecules 2025 dataset: 2 unconnected molecules or ions with the total composition C6H13N (ωB97M-V/def2-TZVPD).

Each line ends with the natural charge from an NBO analysis.
CARTESIAN COORDINATES (ANGSTROEM)
C (-0.57, 0.72, 1.92)  -0.5072
C (-0.17, 0.02, 0.87)  0.1927
C (-0.03, -1.29, 0.25)  -0.0950
C (-0.77, -1.85, -0.93)  -0.6146
N (0.90, -0.17, 0.03)  -0.4064
C (2.23, -0.18, 0.62)  -0.4143
H (-1.41, 0.37, 2.52)  0.2136
H (-0.03, 1.60, 2.25)  0.2066
H (0.29, -2.04, 0.97)  0.1885
H (-0.19, -2.62, -1.44)  0.2122
H (-1.72, -2.31, -0.64)  0.2162
H (-0.98, -1.05, -1.65)  0.2237
H (2.63, 0.84, 0.65)  0.2070
H (2.23, -0.58, 1.65)  0.1797
H (2.87, -0.80, -0.02)  0.2024
C (-1.09, 1.87, -1.44)  -0.8837
H (-1.48, 1.78, -0.39)  0.2288
H (-0.13, 1.35, -1.61)  0.2287
H (-0.93, 2.95, -1.47)  0.2114
H (-1.73, 1.45, -2.24)  0.2097

Kohn-Sham gap (eV): 9.801
SMILES: C=C1[C@@H](C)N1C.C

---

Q: Which of them is the least stable? A: arrangement iii.

---

Arrangement i

Entry from the Open Molecules 2025 dataset: a single C6H13N molecule (ωB97M-V/def2-TZVPD).

Each line ends with the natural charge from an NBO analysis.
CARTESIAN COORDINATES (ANGSTROEM)
C (-2.13, 1.01, 0.76)  -0.6329
C (-1.09, 0.34, 1.69)  -0.3953
C (-0.26, -0.85, 1.16)  -0.4345
C (1.01, -0.59, 0.39)  -0.3038
C (1.11, -0.20, -0.89)  0.1993
C (2.31, -0.45, -1.75)  -0.6469
N (-0.04, 0.17, -1.63)  -0.8399
H (-1.77, 2.00, 0.46)  0.2082
H (-3.11, 1.10, 1.23)  0.2189
H (-2.33, 0.42, -0.14)  0.1984
H (-1.65, -0.01, 2.57)  0.1993
H (-0.43, 1.10, 2.11)  0.2007
H (0.07, -1.37, 2.04)  0.2149
H (-0.97, -1.48, 0.63)  0.2026
H (1.94, -0.88, 0.84)  0.1972
H (2.07, -1.19, -2.50)  0.2217
H (2.62, 0.45, -2.29)  0.2037
H (3.14, -0.75, -1.12)  0.2240
H (0.24, 0.58, -2.51)  0.3759
H (-0.72, 0.62, -1.04)  0.3885

Kohn-Sham gap (eV): 8.969
SMILES: CCC/C=C(/C)N

---

Arrangement ii

Entry from the Open Molecules 2025 dataset: a single C6H13N molecule (ωB97M-V/def2-TZVPD).

Each line ends with the natural charge from an NBO analysis.
CARTESIAN COORDINATES (ANGSTROEM)
C (0.13, 3.02, 0.24)  -0.6213
C (1.14, 2.02, 0.86)  -0.4266
C (1.14, 0.48, 0.75)  -0.3984
C (-0.51, 0.01, 0.73)  -0.4190
C (-0.76, -0.76, -0.68)  -0.3095
C (-0.78, -2.12, -0.51)  -0.0141
N (-0.44, -3.08, -1.45)  -0.8145
H (-0.33, 2.64, -0.63)  0.2096
H (0.71, 4.05, -0.02)  0.2134
H (-0.76, 3.26, 0.82)  0.2123
H (1.31, 2.07, 1.97)  0.2104
H (2.16, 2.22, 0.41)  0.2040
H (1.65, -0.20, 0.00)  0.2152
H (1.62, 0.17, 1.72)  0.2034
H (-1.12, 0.95, 0.70)  0.1837
H (-0.94, -0.47, 1.63)  0.1998
H (-0.24, -0.11, -1.35)  0.1912
H (-1.45, -2.26, 0.41)  0.2080
H (-1.20, -3.85, -1.35)  0.3679
H (-0.48, -2.79, -2.51)  0.3847

Kohn-Sham gap (eV): 9.107
SMILES: CCCC/C=C/N

---

Q: Which of them is the least stable? A: arrangement ii.

---

Arrangement i

Entry from the Open Molecules 2025 dataset: 2 unconnected molecules or ions with the total composition CH2NO2 (ωB97M-V/def2-TZVPD).

Each line ends with the natural charge from an NBO analysis.
CARTESIAN COORDINATES (ANGSTROEM)
C (1.00, -0.23, 0.16)  0.2973
N (-1.03, 0.69, -0.08)  -0.2730
O (-1.81, -0.28, 0.29)  -0.6152
O (2.16, 0.18, 0.00)  -0.6570
H (-1.07, 0.74, -1.20)  0.2168
H (0.74, -1.09, 0.84)  0.0310

Kohn-Sham gap (alpha / beta) (eV): 6.342 / 6.453
Net charge: -1

---

Arrangement ii

Entry from the Open Molecules 2025 dataset: a molecular structure, CH2NO2 (ωB97M-V/def2-TZVPD).

Each line ends with the natural charge from an NBO analysis.
CARTESIAN COORDINATES (ANGSTROEM)
C (-0.41, 1.28, -0.29)  0.6445
N (-1.33, 0.45, -0.33)  -0.8436
O (0.52, 1.93, -0.60)  -0.7194
O (0.39, -0.83, 0.13)  -0.8662
H (1.15, -1.77, 0.48)  0.3142
H (-0.33, -1.05, 0.61)  0.4705

Kohn-Sham gap (eV): 7.201
Net charge: -1

---

Q: Which of them is the least stable? A: arrangement i.

---

Arrangement i

Entry from the Open Molecules 2025 dataset: 2 unconnected molecules or ions with the total composition C7H14N (ωB97M-V/def2-TZVPD).

Each line ends with the natural charge from an NBO analysis.
CARTESIAN COORDINATES (ANGSTROEM)
C (1.00, -1.47, -1.45)  -0.0722
C (1.32, -0.22, -1.73)  -0.3089
C (0.32, -3.59, -2.38)  0.1447
N (0.59, -2.35, -2.51)  -0.4061
H (0.99, -1.93, -0.48)  0.2315
H (1.34, 0.13, -2.76)  0.2349
H (1.71, 0.44, -0.97)  0.2371
H (-0.01, -4.15, -3.24)  0.2546
H (0.47, -4.06, -1.41)  0.2338
H (0.44, -1.91, -3.42)  0.4514
C (-0.02, 0.69, 2.55)  -0.7157
C (-0.60, 1.73, 1.71)  0.3291
C (-0.08, 3.04, 1.65)  -0.0399
C (-1.78, 1.41, 0.89)  -0.7178
H (-0.77, 0.41, 3.31)  0.3144
H (0.89, 0.99, 3.05)  0.2640
H (0.16, -0.21, 1.95)  0.2681
H (-0.43, 3.76, 0.92)  0.2299
H (0.73, 3.35, 2.30)  0.2306
H (-2.17, 2.30, 0.41)  0.2582
H (-2.58, 0.95, 1.48)  0.2988
H (-1.52, 0.69, 0.10)  0.2795

<S²>: 0.75
Kohn-Sham gap (alpha / beta) (eV): 10.186 / 7.220
Multiplicity: 2
Net charge: +2

---

Arrangement ii

Entry from the Open Molecules 2025 dataset: a gas-phase ion, C7H14N (charge +2) (ωB97M-V/def2-TZVPD).

Each line ends with the natural charge from an NBO analysis.
CARTESIAN COORDINATES (ANGSTROEM)
C (1.93, 0.08, 0.71)  -0.2882
C (1.00, 0.89, -0.27)  -0.5011
C (-0.29, 0.24, -0.66)  0.4492
C (-0.44, -0.15, -2.08)  -0.7283
C (-2.29, -0.87, 0.07)  0.0154
C (-1.30, 0.05, 0.30)  -0.1942
C (-1.30, 0.85, 1.59)  -0.6480
N (2.16, -1.27, 0.35)  -0.2283
H (1.46, 0.08, 1.70)  0.3014
H (2.89, 0.58, 0.82)  0.2871
H (1.58, 1.11, -1.16)  0.2691
H (0.81, 1.84, 0.24)  0.3147
H (0.22, -0.98, -2.36)  0.2864
H (-0.12, 0.70, -2.70)  0.3092
H (-2.29, -1.47, -0.83)  0.2243
H (-3.06, -1.04, 0.81)  0.2523
H (-2.22, 0.67, 2.15)  0.2712
H (-1.22, 1.93, 1.40)  0.2550
H (-0.49, 0.57, 2.26)  0.2279
H (3.06, -1.55, -0.06)  0.4447
H (-1.46, -0.40, -2.33)  0.2664
H (1.37, -1.86, 0.06)  0.4140

<S²>: 0.76
Kohn-Sham gap (alpha / beta) (eV): 8.781 / 6.811
Multiplicity: 2
Net charge: +2

---

Q: Which of them is the least stable? A: arrangement ii.

---

Arrangement i

Entry from the Open Molecules 2025 dataset: a gas-phase ion, C4H6N (charge +1) (ωB97M-V/def2-TZVPD).

Each line ends with the natural charge from an NBO analysis.
CARTESIAN COORDINATES (ANGSTROEM)
C (-0.08, 1.80, -0.63)  -0.3415
C (-0.26, 0.66, -0.06)  0.1469
C (-0.94, -0.57, 0.35)  -0.0281
C (0.39, -1.44, -0.11)  -0.1855
N (0.44, -0.30, 0.80)  -0.3890
H (0.82, 2.29, -0.58)  0.2445
H (-0.89, 2.14, -1.17)  0.2548
H (-1.93, -1.00, 0.65)  0.3164
H (0.46, -2.48, 0.12)  0.2669
H (0.97, -1.01, -1.01)  0.2420
H (1.03, -0.08, 1.62)  0.4728

Kohn-Sham gap (eV): 12.068
SMILES: C=C1[C@H]2C[N@@H+]12
Net charge: +1

---

Arrangement ii

Entry from the Open Molecules 2025 dataset: a gas-phase ion, C4H6N (charge +1) (ωB97M-V/def2-TZVPD).

Each line ends with the natural charge from an NBO analysis.
CARTESIAN COORDINATES (ANGSTROEM)
C (1.61, -1.01, -1.77)  -0.3023
C (1.03, -0.54, -0.72)  0.0579
C (0.65, 0.12, 0.35)  -0.1267
N (-0.92, 0.22, 0.73)  -0.4195
C (-1.78, 0.94, 1.37)  0.1002
H (1.69, -0.47, -2.61)  0.2437
H (2.03, -2.11, -1.97)  0.2813
H (1.02, 1.04, 0.88)  0.2580
H (-1.16, -0.74, 0.45)  0.4268
H (-2.78, 0.60, 1.63)  0.2515
H (-1.38, 1.95, 1.67)  0.2292

Kohn-Sham gap (eV): 9.816
SMILES: C=C=C[NH+]=C
Net charge: +1

---

Q: Which of them is the least stable? A: arrangement i.

---

Arrangement i

Entry from the Open Molecules 2025 dataset: 5 unconnected molecules or ions with the total composition C6H21NO4 (ωB97M-V/def2-TZVPD).

Each line ends with the natural charge from an NBO analysis.
CARTESIAN COORDINATES (ANGSTROEM)
C (-0.38, 2.73, -1.03)  -0.6127
C (0.37, 1.54, -0.45)  -0.4145
C (0.34, 1.48, 1.08)  -0.3938
C (-1.00, 0.96, 1.62)  -0.4498
C (-1.26, -0.44, 1.19)  -0.2505
C (-0.46, -1.47, 1.53)  -0.0655
N (-0.59, -2.76, 0.95)  -0.8735
H (-0.35, 2.74, -2.12)  0.2103
H (-1.45, 2.75, -0.73)  0.1958
H (0.04, 3.64, -0.66)  0.2057
H (-0.09, 0.61, -0.87)  0.2026
H (1.40, 1.54, -0.80)  0.1949
H (0.54, 2.54, 1.52)  0.1964
H (1.18, 0.86, 1.47)  0.2276
H (-1.03, 1.07, 2.72)  0.2127
H (-1.81, 1.59, 1.35)  0.2093
H (-2.16, -0.56, 0.54)  0.2366
H (0.31, -1.38, 2.24)  0.1983
H (-1.55, -2.98, 0.55)  0.3905
H (-0.30, -3.46, 1.59)  0.3786
O (1.88, -1.66, -0.73)  -0.9660
H (2.45, -2.37, -1.03)  0.4933
H (1.22, -2.06, -0.14)  0.5077
O (3.40, -0.02, 0.77)  -0.9604
H (3.59, 0.72, 0.19)  0.4595
H (2.83, -0.56, 0.23)  0.4814
O (-0.39, -1.64, -2.15)  -0.9703
H (0.55, -1.29, -1.93)  0.5099
H (-0.60, -2.12, -1.32)  0.4757
O (-2.61, -0.14, -1.78)  -0.9881
H (-1.78, -0.66, -2.03)  0.4975
H (-2.31, 0.78, -1.76)  0.4610

Kohn-Sham gap (eV): 8.900
SMILES: CCCC/C=C/N.O.O.O.O

---

Arrangement ii

Entry from the Open Molecules 2025 dataset: 4 unconnected molecules or ions with the total composition C6H21NO4 (ωB97M-V/def2-TZVPD).

Each line ends with the natural charge from an NBO analysis.
CARTESIAN COORDINATES (ANGSTROEM)
C (-1.13, -2.80, -0.02)  -0.6198
C (0.03, -2.09, 0.82)  -0.4062
C (0.79, -1.00, -0.07)  -0.2260
N (1.06, 0.28, 0.66)  -0.4896
C (2.26, 0.18, 1.59)  -0.4335
C (1.26, 1.42, -0.40)  -0.2670
C (-0.01, 2.31, -0.83)  -0.0995
O (-0.43, 3.48, -0.17)  -0.7290
H (-1.46, -3.69, 0.67)  0.2097
H (-1.77, -1.98, -0.13)  0.2074
H (-0.85, -3.19, -0.99)  0.1979
H (0.50, -3.04, 1.30)  0.2020
H (-0.43, -1.51, 1.65)  0.1984
H (0.07, -0.86, -0.84)  0.1968
H (1.55, -1.58, -0.33)  0.1858
H (2.01, -0.74, 2.14)  0.2097
H (2.21, 0.80, 2.41)  0.1934
H (3.30, 0.23, 1.25)  0.1935
H (1.48, 1.13, -1.48)  0.2009
H (2.16, 1.98, -0.01)  0.1980
H (0.22, 2.73, -1.82)  0.1758
H (-0.82, 1.60, -0.86)  0.1918
H (-0.85, 3.13, 0.65)  0.4830
O (-2.24, 0.24, -0.91)  -0.9206
H (-2.69, 0.49, 0.00)  0.4840
H (-2.85, -0.22, -1.26)  0.4526
O (-0.69, 2.17, 2.35)  -0.9469
H (0.09, 2.49, 2.70)  0.4663
H (-0.35, 1.41, 1.89)  0.4891
O (-0.80, -0.96, -3.64)  -0.9528
H (-0.83, -1.87, -3.63)  0.4678
H (-0.78, -0.54, -2.71)  0.4869

Kohn-Sham gap (eV): 9.439
SMILES: CCCN(C)CCO.O.O.O

---

Q: Which of them is the least stable? A: arrangement ii.